Entry 1:
# C9H17NO2

One molecule with the formula C9H17NO2 in a non-equilibrium geometry (ωB97M-V/def2-TZVPD, the Open Molecules 2025 dataset).

```
29
C9H17NO2 (ωB97M-V/def2-TZVPD)
C 3.162 -0.855 0.727
C 2.496 0.248 0.466
C 2.870 1.652 0.346
C 0.761 -0.126 0.009
C 0.983 -0.291 -1.566
C -0.849 0.398 -0.018
C -1.848 -0.661 0.344
C -2.588 -0.262 1.637
C -2.896 -0.918 -0.777
N -1.193 1.629 0.036
O -2.298 2.112 0.044
O -0.094 2.530 -0.060
H 2.781 -1.899 0.989
H 4.311 -0.835 0.805
H 2.653 2.195 1.260
H 2.285 2.150 -0.404
H 3.856 1.580 0.215
H 0.912 -1.116 0.454
H 1.215 0.710 -2.084
H 0.279 -0.925 -2.109
H 1.982 -0.861 -1.655
H -1.322 -1.603 0.505
H -1.851 0.291 2.233
H -3.003 -1.219 1.990
H -3.394 0.418 1.140
H -3.951 -1.291 -0.527
H -2.369 -1.701 -1.381
H -3.109 0.028 -1.416
H -0.420 3.481 0.142
```

Properties
gap between HOMO and LUMO	9.31	eV
HOMO level	-8.558	eV
energy above the lowest of the compared OMol25 structures with the same formula, charge and spin	7.958	eV
structure (SMILES)	C=C(C)[C@H](C)/C(C(C)C)=[N+](/[O-])O
LUMO energy	0.0277	hartree

=====

Entry 2:
# C9H17P

A 2-piece molecular cluster, C9H17P overall (ωB97M-V/def2-TZVPD, the Open Molecules 2025 dataset).

```
27
C9H17P (ωB97M-V/def2-TZVPD)
C 2.544 2.018 -0.867
C 1.264 1.252 -0.547
C 0.072 1.850 -1.291
P 0.938 1.338 1.309
C 1.317 -0.393 1.823
C -0.130 -0.171 1.475
C -1.173 -0.222 2.565
H 2.487 3.031 -0.471
H 3.410 1.528 -0.424
H 2.693 2.080 -1.944
H 1.377 0.202 -0.845
H -0.844 1.324 -1.031
H 0.219 1.776 -2.366
H -0.050 2.897 -1.032
H 1.915 -1.011 1.165
H 1.557 -0.526 2.869
H -0.448 -0.626 0.543
H -2.128 0.143 2.190
H -1.305 -1.244 2.926
H -0.879 0.405 3.408
C -0.185 -2.489 -1.611
C -1.351 -2.288 -1.434
C -2.762 -2.094 -1.204
H 0.841 -2.636 -1.770
H -3.312 -2.976 -1.534
H -2.948 -1.939 -0.142
H -3.119 -1.227 -1.760
```

Properties
gap between HOMO and LUMO	9.84	eV
HOMO level	-8.946	eV
energy above the lowest of the compared OMol25 structures with the same formula, charge and spin	0.000	eV
structure (SMILES)	CC(C)P1C[C@H]1C.C#CC
LUMO energy	0.0329	hartree

=====

Entry 3:
# C9H18AlOP

C9H18AlOP as an isolated structure in a non-equilibrium geometry (ωB97M-V/def2-TZVPD, the Open Molecules 2025 dataset).

```
30
C9H18AlOP (ωB97M-V/def2-TZVPD)
C -0.847 0.002 -2.330
C -1.544 1.283 -2.374
C -0.649 2.339 -2.106
C 0.653 1.803 -1.957
C 0.623 0.370 -2.135
Al -0.016 -1.418 -0.816
P -0.392 -3.703 -0.633
H -1.223 -0.889 -2.878
H -2.604 1.370 -2.609
H -0.905 3.412 -2.050
H 1.478 -0.203 -2.539
H 1.573 2.373 -1.801
H 0.608 -4.642 -1.067
H -1.575 -4.166 -1.294
H -0.612 -4.108 0.730
C 2.003 0.952 1.577
C 1.377 -0.402 1.343
O 0.107 -0.268 0.616
C -0.811 0.712 1.195
C -1.170 0.283 2.595
H 2.097 1.523 0.646
H 3.007 0.803 1.986
H 1.447 1.539 2.317
H 2.031 -1.040 0.735
H 1.153 -0.926 2.278
H -0.316 1.688 1.177
H -1.671 0.752 0.525
H -0.330 0.412 3.286
H -1.988 0.908 2.964
H -1.503 -0.760 2.620
```

Properties
gap between HOMO and LUMO (alpha / beta)	4.73 / 4.52	eV
HOMO level (alpha / beta)	-4.436 / -4.312	eV
energy above the lowest of the compared OMol25 structures with the same formula, charge and spin	0.338	eV
LUMO energy (alpha / beta)	0.0109 / 0.0076	hartree

=====

Entry 4:
# C9H18BNO2

One molecule with the formula C9H18BNO2 in a non-equilibrium geometry (ωB97M-V/def2-TZVPD, the Open Molecules 2025 dataset).

```
31
C9H18BNO2 (ωB97M-V/def2-TZVPD)
C 3.879 0.935 0.461
C 2.815 0.209 1.324
C 1.365 0.449 0.763
C 0.722 -0.723 0.175
C 0.035 -1.609 0.902
O -0.533 -2.778 0.470
C 0.817 -0.816 -1.359
C -0.044 0.205 -2.050
C -1.432 -0.197 -1.632
N -1.886 0.155 -0.513
B -2.963 0.242 0.391
C -4.020 1.360 0.262
O -2.874 -0.734 1.332
H 3.570 1.970 0.521
H 3.876 0.730 -0.578
H 4.909 0.871 0.968
H 2.953 0.745 2.241
H 2.917 -0.904 1.404
H 1.381 1.247 0.047
H 0.822 0.779 1.763
H 0.236 -1.726 1.914
H -0.810 -2.648 -0.500
H 0.535 -1.863 -1.646
H 1.900 -0.839 -1.695
H 0.336 1.062 -1.540
H -0.107 0.404 -3.152
H -1.765 -0.843 -2.468
H -4.772 1.342 1.084
H -4.631 1.143 -0.693
H -3.675 2.342 -0.146
H -3.558 -0.509 1.948
```

Properties
gap between HOMO and LUMO	8.55	eV
HOMO level	-7.958	eV
energy above the lowest of the compared OMol25 structures with the same formula, charge and spin	2.346	eV
structure (SMILES)	CCC/C(=C/O)CC/C=N/B(C)O
LUMO energy	0.0217	hartree

=====

Entry 5:
# C9H18BO8S

A 3-piece molecular cluster, C9H18BO8S overall (ωB97M-V/def2-TZVPD, the Open Molecules 2025 dataset).

```
37
C9H18BO8S (ωB97M-V/def2-TZVPD)
O 4.194 -4.314 -1.489
O 2.765 -4.505 -1.372
C 2.092 -3.789 -2.449
B 1.199 -2.503 -1.979
S -0.740 -2.838 -2.237
H 4.237 -3.347 -1.469
H 2.867 -3.510 -3.174
H 1.495 -4.559 -2.961
H 1.439 -1.509 -2.661
H 1.401 -2.275 -0.807
H -0.781 -4.093 -1.770
C 0.687 3.611 1.057
C 1.558 2.386 1.104
C 1.665 1.630 -0.210
O 1.762 0.268 0.205
C 1.192 0.150 1.418
O 0.932 -0.858 1.990
O 0.917 1.390 1.925
H 1.123 4.422 0.473
H -0.257 3.325 0.614
H 0.483 3.986 2.061
H 2.550 2.570 1.527
H 2.521 1.893 -0.825
H 0.745 1.736 -0.792
C -2.057 -0.427 0.004
C -2.354 0.580 1.078
C -3.806 0.737 1.490
O -3.868 2.109 1.919
C -2.885 2.789 1.288
O -2.748 3.976 1.320
O -2.085 1.935 0.626
H -2.211 -1.436 0.382
H -2.698 -0.273 -0.864
H -1.020 -0.371 -0.322
H -1.725 0.409 1.956
H -4.115 0.093 2.308
H -4.475 0.611 0.636
```

Properties
net charge	-1
gap between HOMO and LUMO	6.77	eV
HOMO level	-4.048	eV
LUMO energy	0.0999	hartree

=====

Entry 6:
# C9H18BiClIN2OP

C9H18BiClIN2OP as an isolated structure in a non-equilibrium geometry (ωB97M-V/def2-TZVPD, the Open Molecules 2025 dataset).

```
34
C9H18BiClIN2OP (ωB97M-V/def2-TZVPD)
C 1.867 -0.193 0.085
I 2.838 1.501 -0.620
H 2.441 -1.139 0.070
H 1.432 -0.026 1.084
H 0.970 -0.316 -0.556
Bi -1.985 0.240 -0.169
P -1.139 0.428 -2.652
C 0.522 0.647 -3.403
C -1.838 -0.999 -3.587
H -3.089 1.876 -2.830
H -2.191 1.816 -4.358
H -1.599 2.790 -2.995
C -2.104 1.873 -3.281
H -2.683 -1.423 -3.034
H -2.170 -0.665 -4.578
H 0.427 0.901 -4.477
H 1.110 -0.282 -3.304
H -1.075 -1.779 -3.685
H 1.090 1.430 -2.893
C 5.464 -0.734 0.096
O 6.454 -1.256 0.289
Cl -1.335 -2.094 -0.193
C 0.598 1.403 3.250
C -0.152 0.145 3.479
N -1.013 -0.439 2.646
C -1.485 -1.594 3.273
C -0.913 -1.661 4.512
N -0.068 -0.565 4.637
H 0.418 2.067 4.082
H 1.660 1.185 3.198
H 0.243 1.850 2.328
H -2.198 -2.305 2.833
H -1.028 -2.368 5.312
H 0.529 -0.315 5.440
```

Properties
net charge	+2
gap between HOMO and LUMO	4.24	eV
HOMO level	-14.776	eV
energy above the lowest of the compared OMol25 structures with the same formula, charge and spin	0.000	eV
LUMO energy	-0.3873	hartree

=====

Entry 7:
# C9H18BrN2O5

A 2-piece molecular cluster, C9H18BrN2O5 overall in a non-equilibrium geometry (ωB97M-V/def2-TZVPD, the Open Molecules 2025 dataset).

```
35
C9H18BrN2O5 (ωB97M-V/def2-TZVPD)
C -1.763 3.025 -1.321
C -0.345 2.359 -1.252
O 0.077 1.835 -2.244
O 0.307 2.447 -0.048
C 1.502 1.613 -0.033
N 1.041 0.235 -0.002
Br 2.229 -0.938 -0.838
C 0.614 -0.224 1.339
C 1.769 -0.730 2.285
C 1.646 -0.118 3.751
N 1.838 1.365 3.737
C -0.512 -1.325 1.101
O -1.672 -0.960 1.352
O -0.190 -2.483 0.646
H -1.844 3.430 -2.362
H -1.899 3.815 -0.550
H -2.550 2.231 -1.253
H 2.153 1.840 -0.915
H 2.073 1.941 0.871
H 0.143 0.655 1.852
H 1.615 -1.835 2.408
H 2.802 -0.487 1.942
H 2.496 -0.554 4.344
H 0.683 -0.380 4.244
H 0.944 1.826 3.586
H 2.476 1.533 2.959
C -1.453 -1.462 -3.230
C -2.225 -2.722 -2.886
O -1.413 -3.616 -2.135
H -0.557 -1.706 -3.804
H -2.067 -0.768 -3.812
H -1.122 -0.958 -2.318
H -2.539 -3.239 -3.796
H -3.119 -2.481 -2.299
H -1.139 -3.162 -1.316
```

Properties
net charge	-1
gap between HOMO and LUMO	7.70	eV
HOMO level	-4.775	eV
LUMO energy	0.1074	hartree